1.
The following is a quantum chemistry calculation of the molecule C22H18N2O5 in a non-equilibrium geometry, from the Open Molecules 2025 dataset.

Each line ends with the natural charge from an NBO analysis.
Positions of all 47 atoms, in Å:
1 C 0.555 6.304 -1.661  -0.241
2 H 0.269 7.162 -1.053  0.190
3 O 0.268 5.178 -0.862  -0.489
4 C 0.501 3.913 -1.281  0.279
5 C 0.167 2.934 -0.341  -0.236
6 C 0.329 1.593 -0.589  -0.185
7 C 0.845 1.173 -1.820  -0.123
8 C 1.188 2.150 -2.768  -0.255
9 C 1.027 3.501 -2.528  0.279
10 O 1.353 4.470 -3.444  -0.523
11 C 1.886 4.076 -4.684  -0.252
12 H 2.831 3.537 -4.566  0.178
13 H 1.180 3.458 -5.249  0.178
14 H 2.066 5.002 -5.228  0.201
15 H 1.587 1.817 -3.713  0.216
16 C 1.037 -0.205 -2.146  -0.080
17 C 0.727 -1.289 -1.387  -0.044
18 N 0.146 -1.332 -0.138  -0.491
19 C 0.046 -2.574 0.177  0.552
20 C -0.471 -3.106 1.399  -0.296
21 C -0.437 -4.427 1.805  0.418
22 O -0.931 -4.512 3.040  -0.263
23 N -1.297 -3.280 3.477  -0.135
24 C -1.043 -2.421 2.525  0.252
25 C -1.340 -1.003 2.692  -0.126
26 C -1.074 -0.389 3.914  -0.176
27 C -1.353 0.953 4.091  -0.213
28 C -1.910 1.690 3.059  -0.202
29 C -2.198 1.077 1.850  -0.238
30 C -1.915 -0.264 1.664  -0.114
31 H -2.147 -0.740 0.725  0.217
32 H -2.643 1.645 1.047  0.219
33 H -2.126 2.739 3.198  0.214
34 H -1.136 1.426 5.038  0.215
35 H -0.645 -0.975 4.712  0.226
36 C 0.030 -5.661 1.137  -0.677
37 H -0.075 -6.503 1.816  0.240
38 H -0.552 -5.843 0.235  0.249
39 H 1.071 -5.555 0.837  0.250
40 O 0.521 -3.456 -0.761  -0.486
41 C 0.974 -2.681 -1.806  0.743
42 O 1.457 -3.137 -2.807  -0.546
43 H 1.478 -0.434 -3.108  0.225
44 H 0.066 0.859 0.153  0.254
45 H -0.227 3.275 0.603  0.227
46 H 1.618 6.367 -1.903  0.184
47 H -0.025 6.302 -2.586  0.184

Properties
SMILES = COc1ccc(/C=C2\N=C(c3c(-c4ccccc4)noc3C)OC2=O)cc1OC
relative energy (zero: lowest compared OMol25 entry of this formula, charge and spin) = 4.048 eV
net charge = 0
frontier orbital gap = 0.25680 hartree
max |F| = 1.4 eV/Å
molecular weight = 390.4 g/mol
E_LUMO = -0.71 eV
highest occupied orbital energy = -7.696 eV

***

2.
The following is a quantum chemistry calculation of a structure of composition C3H3NO2 in a non-equilibrium geometry, from the Open Molecules 2025 dataset.

Each line ends with the natural charge from an NBO analysis.
Positions of all 9 atoms, in Å:
1 O 2.405 -0.856 0.815  -0.490
2 C 1.302 -0.439 0.721  0.862
3 N 0.702 0.656 0.049  -0.599
4 C -0.683 0.605 -0.103  -0.192
5 C -1.126 -0.657 0.108  0.154
6 O -0.186 -1.532 0.373  -0.562
7 H 1.079 1.598 0.126  0.423
8 H -1.276 1.505 -0.019  0.215
9 H -2.190 -0.887 0.229  0.189

Properties
relative energy (zero: lowest compared OMol25 entry of this formula, charge and spin) = 2.468 eV
net charge = 0
frontier orbital gap = 0.31677 hartree
max |F| = 3.4 eV/Å
molecular weight = 85.1 g/mol
E_LUMO = 0.13 eV
highest occupied orbital energy = -8.485 eV

***

3.
The following is a quantum chemistry calculation of a cluster of 3 separate species, FH3N2O in total in a non-equilibrium geometry, from the Open Molecules 2025 dataset.

Each line ends with the natural charge from an NBO analysis.
Positions of all 7 atoms, in Å:
1 N 1.548 0.430 0.018  -0.642
2 N -0.419 -0.850 -0.324  -0.019
3 O -1.321 -0.600 0.412  0.052
4 F -2.230 0.758 0.063  -0.388
5 H 1.855 -0.111 0.819  0.313
6 H 1.041 1.245 0.354  0.318
7 H -0.475 -0.873 -1.342  0.366

Properties
relative energy (zero: lowest compared OMol25 entry of this formula, charge and spin) = 5.162 eV
net charge = 0
frontier orbital gap (alpha / beta) = 0.34806 / 0.34001 hartree
max |F| = 2.0 eV/Å
molecular weight = 66.0 g/mol
E_LUMO (alpha / beta) = -1.50 / -1.25 eV
highest occupied orbital energy (alpha / beta) = -10.969 / -10.501 eV

***

4.
The following is a quantum chemistry calculation of the molecule C4H7NO, from the Open Molecules 2025 dataset.

Each line ends with the natural charge from an NBO analysis.
Positions of all 13 atoms, in Å:
1 O 2.065 1.294 -0.135  -0.685
2 C 1.066 0.363 -0.364  0.198
3 C 0.082 -1.518 -0.164  -0.428
4 C -1.020 -0.540 0.002  -0.134
5 N -0.804 0.118 1.284  -0.572
6 C -0.294 0.753 0.044  -0.194
7 H 1.700 2.054 0.348  0.477
8 H 1.282 -0.075 -1.326  0.181
9 H 0.048 -2.347 0.558  0.209
10 H 0.241 -1.895 -1.186  0.186
11 H -2.005 -0.565 -0.461  0.212
12 H -1.649 0.619 1.566  0.350
13 H -0.713 1.739 -0.167  0.199

Properties
relative energy (zero: lowest compared OMol25 entry of this formula, charge and spin) = 5.038 eV
net charge = 0
frontier orbital gap = 0.33752 hartree
max |F| = 0.7 eV/Å
molecular weight = 85.1 g/mol
E_LUMO = 0.85 eV
highest occupied orbital energy = -8.334 eV